(1)
This record from the OMol25 dataset describes a cluster of 3 separate species, C11H23N2O6 in total. The level of theory is ωB97M-V with the def2-TZVPD basis set.

- Total charge: -1
- Frontier orbital gap: 4.10 eV
- HOMO level: -1.5753 eV

```
42
Properties=species:S:1:pos:R:3:mulliken_charge:R:1
C 1.44 -2.69 1.05 -1.31
C 0.59 -1.66 1.78 0.49
N 0.85 -1.25 2.96 -0.78
C -0.63 -1.20 1.05 0.12
C -1.68 -2.32 1.08 -0.85
C -3.11 -1.91 1.07 -0.32
N -3.91 -2.20 -0.17 -0.63
H 2.49 -2.36 1.04 0.38
H 1.09 -2.87 0.04 0.31
H 1.39 -3.65 1.59 0.35
H 1.68 -1.73 3.32 0.29
H -0.98 -0.24 1.48 0.33
H -0.29 -0.98 0.01 -0.23
H -1.49 -2.92 1.99 -0.06
H -3.24 -0.81 1.19 0.18
H -3.63 -2.38 1.93 0.28
H -4.87 -1.87 -0.04 0.22
H -3.96 -3.21 -0.29 0.26
C 3.25 0.56 1.11 -0.56
O 4.68 0.46 0.97 -0.31
C 5.21 1.19 0.00 0.78
O 4.62 1.93 -0.75 -0.55
O 6.54 0.98 -0.02 -0.33
C 7.23 1.71 -1.03 -0.63
H 2.99 -0.08 1.94 0.15
H 2.97 1.59 1.32 0.35
H 2.76 0.23 0.20 0.31
H 7.09 2.78 -0.89 0.29
H 6.86 1.44 -2.02 0.29
H 8.27 1.44 -0.92 0.21
C -2.32 0.02 -2.29 -0.65
O -2.50 1.28 -1.61 -0.25
C -3.67 1.85 -1.77 0.79
O -4.57 1.48 -2.49 -0.57
O -3.70 2.98 -1.04 -0.31
C -4.94 3.69 -1.12 -0.64
H -1.32 -0.30 -2.03 0.14
H -3.03 -0.73 -1.92 0.31
H -2.42 0.17 -3.37 0.35
H -5.76 3.07 -0.76 0.28
H -5.15 3.98 -2.15 0.28
H -4.81 4.56 -0.48 0.21
```

=====

(2)
This record from the OMol25 dataset describes a structure of composition C11H23N3O5Tb. The level of theory is ωB97M-V with the def2-TZVPD basis set.

- Total charge: +1
- Energy relative to the best compared isomer or geometry (same formula, charge and spin): 2.798 eV
- 2S+1: 7
- Frontier orbital gap (spin up / spin down): 7.57 / 6.86 eV
- Expectation value of S²: 12.410
- HOMO level (spin up / spin down): -11.1395 / -10.0703 eV

```
43
Properties=species:S:1:pos:R:3:mulliken_charge:R:1
Tb 0.33 -1.02 0.40 0.92
O 2.88 -0.52 1.09 -0.49
C 3.08 0.88 1.39 -0.50
C 2.20 1.29 2.58 -0.84
N 0.81 0.94 2.32 0.28
C 0.05 1.94 1.53 -0.95
C -0.18 1.23 0.19 0.76
O 0.84 1.06 -0.54 -0.50
O -1.24 0.59 -0.01 -0.60
C 0.04 0.52 3.51 -0.60
C -1.06 -0.47 3.04 0.67
O -2.20 -0.32 3.41 -0.61
O -0.60 -1.39 2.24 -0.66
H 3.27 -1.03 1.81 0.31
H 2.78 1.42 0.50 0.22
H 4.13 1.08 1.60 0.48
H 2.33 2.36 2.78 0.32
H 2.54 0.74 3.46 0.37
H 0.63 2.85 1.38 0.49
H -0.90 2.16 2.00 0.45
H -0.41 1.35 4.04 0.30
H 0.70 -0.03 4.19 0.36
C 0.72 -3.21 -0.77 -1.36
H 1.56 -3.24 -1.47 0.33
H -0.13 -3.66 -1.30 0.32
H 0.98 -3.95 0.00 0.39
N -0.77 0.09 -5.24 -0.10
C 0.63 0.47 -4.85 -0.81
C 0.70 0.49 -3.32 -0.90
N 0.31 -0.78 -2.73 0.23
C -1.01 -1.21 -3.18 -0.64
C -1.13 -1.26 -4.70 -0.73
H -0.89 0.13 -6.25 0.35
H -1.41 0.78 -4.82 0.38
H 0.87 1.45 -5.27 0.42
H 1.30 -0.27 -5.27 0.38
H 0.04 1.26 -2.93 0.35
H 1.71 0.74 -3.00 0.47
H 1.00 -1.51 -2.92 0.27
H -1.75 -0.50 -2.77 0.30
H -1.24 -2.19 -2.76 0.37
H -2.14 -1.52 -5.02 0.41
H -0.43 -1.98 -5.12 0.36
```